Record 1
{
  "formula": "C3H11N3O2",
  "method": "the ωB97M-V functional and the def2-TZVPD basis",
  "total_energy_ha": -435.6651,
  "mol_weight_g_mol": 121.14,
  "smiles": "NCNCC(N)=O.O",
  "relative_energy_kj_mol": 66.2,
  "e_homo_ev": -9.00,
  "elements": ["O", "C", "N", "C", "N", "C", "N", "H", "H", "H", "H", "H", "H", "H", "H", "H", "H", "H", "O"],
  "positions_angstrom": [[-0.38014, 0.90412, 0.94333], [-0.40568, 1.41952, -0.16800], [-0.17202, 2.74016, -0.31729], [-0.64759, 0.57350, -1.41784], [-0.71673, -0.83832, -1.19250], [0.51925, -1.48335, -0.75712], [0.35648, -2.88026, -0.53865], [-0.00532, 3.29158, 0.50478], [-0.16245, 3.20809, -1.21039], [-1.58263, 0.86728, -1.88886], [0.17257, 0.75142, -2.12629], [-1.50617, -1.05724, -0.61027], [1.22115, -1.35121, -1.58057], [0.85429, -1.06269, 0.18492], [-0.14631, -3.43454, -1.20493], [0.14291, -3.11682, 0.41078], [0.79795, -0.39064, 2.26463], [0.94440, 0.60932, 3.36448], [1.16904, -0.30363, 3.15115]],
  "nbo_charge": [-0.664, 0.659, -0.814, -0.326, -0.631, -0.044, -0.850, 0.406, 0.396, 0.222, 0.208, 0.366, 0.166, 0.169, 0.371, 0.367, 0.479, 0.467, -0.947]
}

=====

Record 2
{
  "formula": "C36H46BN5O11PS",
  "method": "the ωB97M-V functional and the def2-TZVPD basis",
  "total_energy_ha": -3264.4757,
  "mol_weight_g_mol": 798.64,
  "charge": 1,
  "e_homo_ev": -10.24,
  "elements": ["C", "B", "O", "N", "C", "S", "C", "P", "N", "O", "O", "C", "C", "O", "C", "C", "C", "C", "C", "C", "C", "C", "C", "C", "C", "C", "C", "O", "C", "C", "O", "C", "N", "C", "C", "C", "O", "H", "H", "H", "H", "H", "H", "H", "H", "H", "H", "H", "H", "H", "H", "H", "H", "H", "H", "H", "H", "H", "H", "H", "H", "H", "H", "H", "H", "H", "H", "H", "H", "H", "H", "H", "H", "C", "C", "C", "C", "C", "C", "N", "O", "O", "H", "H", "H", "H", "H", "C", "C", "C", "C", "C", "C", "N", "O", "O", "H", "H", "H", "H", "H"],
  "positions_angstrom": [[-5.96244, -2.76356, -0.88315], [-4.47877, -3.16623, -0.36443], [-3.86729, -4.42439, -0.78162], [-3.65083, -2.24881, 0.55958], [-3.55348, -2.60921, 1.95126], [-4.45272, -4.18118, 2.43028], [-2.73683, -1.73969, 2.98303], [-2.67681, -2.22675, 4.81985], [-1.45547, -3.26991, 4.93351], [-4.14905, -2.96858, 5.35426], [-2.49093, -0.87418, 5.87109], [-1.98819, -0.47620, 2.38575], [-1.08909, 0.40359, 3.41773], [-0.16348, -0.38656, 4.17552], [1.14618, -0.41839, 3.62465], [1.58054, -0.05028, 2.19165], [3.04490, -0.11274, 1.64328], [3.32549, 0.35461, 0.13952], [4.15967, -0.62452, 2.58394], [3.75315, -1.05248, 4.04508], [2.28506, -0.94033, 4.58726], [1.95433, -1.37645, 6.08732], [1.35678, -0.11966, 6.93809], [3.22223, -1.91514, 6.91974], [-2.12099, -0.10666, 0.85199], [-1.42090, 1.19666, 0.20766], [-0.32862, 0.85790, -0.92272], [0.75504, 1.85641, -0.91031], [0.23229, 3.16485, -1.13941], [-0.32177, 3.70942, -2.53938], [0.17145, 3.93607, -0.13702], [-3.01654, -1.06464, -0.02586], [-3.25930, -0.90434, -1.46151], [-3.81856, 0.41167, -1.85916], [-2.18380, -1.39861, -2.31043], [-1.07502, -2.49739, -1.85980], [-2.04920, -0.93305, -3.48635], [-5.84200, -2.06859, -1.79708], [-6.49087, -3.73786, -1.16846], [-6.49404, -2.23903, -0.01676], [-3.55004, -4.31585, -1.71576], [-5.75966, -3.75754, 2.74908], [-0.79491, -2.85117, 5.61218], [-4.83000, -2.27063, 5.19723], [-3.42646, -0.59981, 6.07198], [-0.60399, 1.31220, 2.93064], [-1.86201, 0.83506, 4.16607], [0.78286, 0.32634, 1.47260], [4.36555, 0.00629, -0.19988], [3.19461, 1.49019, -0.01661], [2.55390, -0.14643, -0.54335], [5.22510, -0.70443, 2.17594], [4.62177, -1.45662, 4.68387], [1.14995, -2.19348, 6.03845], [0.21282, -0.25166, 7.03083], [1.52169, 0.88888, 6.42686], [1.81567, -0.11584, 7.99034], [3.70976, -2.83096, 6.40489], [4.02354, -1.08040, 6.85013], [2.98511, -2.12099, 8.01472], [-2.22163, 1.86015, -0.30325], [-0.91380, 1.87056, 0.97461], [-0.74492, 0.87849, -1.99392], [0.16907, -0.15800, -0.68724], [0.18177, 3.14378, -3.39224], [-0.12243, 4.83142, -2.59197], [-1.46610, 3.55334, -2.52435], [-4.48572, 0.31564, -2.79338], [-4.42560, 0.93319, -1.03282], [-2.94410, 1.09676, -2.17646], [-0.54723, -2.19800, -0.88560], [-1.55425, -3.51931, -1.67373], [-0.33682, -2.64512, -2.73478], [5.67450, 5.04098, -1.19645], [5.01363, 4.20365, -0.30215], [5.74221, 3.36780, 0.53766], [7.13424, 3.38178, 0.47638], [7.80175, 4.21203, -0.42195], [7.06505, 5.04283, -1.26009], [7.90523, 2.52096, 1.37694], [7.28378, 1.79134, 2.13872], [9.12402, 2.58263, 1.31897], [5.10279, 5.69648, -1.84674], [3.92905, 4.20517, -0.25772], [5.21452, 2.72042, 1.23011], [8.88477, 4.22521, -0.47914], [7.57476, 5.69538, -1.96109], [-1.83943, -2.24507, -7.72516], [-2.06583, -1.99991, -9.07658], [-2.56609, -0.76830, -9.48698], [-2.83205, 0.21332, -8.53374], [-2.61459, -0.02888, -7.17904], [-2.11699, -1.26380, -6.77730], [-3.33515, 1.52085, -8.96240], [-3.53189, 1.69174, -10.15629], [-3.52590, 2.36855, -8.10066], [-1.44356, -3.20572, -7.40897], [-1.84916, -2.76871, -9.81097], [-2.73806, -0.58977, -10.54275], [-2.82361, 0.72802, -6.43088], [-1.94158, -1.46079, -5.72540]],
  "lowdin_charge": [-0.002, -0.499, 0.048, 0.089, -0.395, 0.850, -0.093, 0.670, -0.142, -0.217, -0.190, 0.030, -0.155, -0.126, -0.123, 0.037, -0.193, -0.085, -0.012, 0.012, -0.058, -0.347, -0.080, -0.113, 0.039, -0.101, -0.154, -0.100, -0.400, 0.013, 0.056, -0.060, -0.060, -0.045, -0.351, 0.026, 0.015, 0.089, 0.095, 0.083, 0.114, -0.051, -0.021, 0.065, 0.086, 0.131, 0.145, 0.061, 0.091, 0.073, 0.065, 0.100, 0.096, 0.113, 0.068, 0.086, 0.080, 0.089, 0.091, 0.084, 0.123, 0.115, 0.125, 0.119, 0.098, 0.105, 0.098, 0.123, 0.127, 0.088, 0.087, 0.079, 0.118, -0.072, -0.071, -0.008, -0.142, 0.003, -0.063, -0.345, 0.060, 0.083, 0.108, 0.101, 0.110, 0.122, 0.111, -0.071, -0.063, 0.003, -0.144, -0.002, -0.070, -0.347, 0.082, 0.066, 0.106, 0.111, 0.122, 0.114, 0.073]
}